[1]
A molecular structure, C4H4AgO2 in a non-equilibrium geometry, computed with the ωB97M-V functional and the def2-TZVPD basis.

```
11
C4H4AgO2 the ωB97M-V functional and the def2-TZVPD basis
O 2.32 -1.46 0.90
C 1.05 0.14 -0.28
H 1.18 1.08 -0.83
C -0.17 -0.20 0.26
C -1.39 0.42 -0.22
O -2.51 0.00 0.06
H 3.19 -0.38 -0.57
H -0.25 -1.03 0.96
H -1.21 1.53 -0.32
C 2.29 -0.65 0.00
Ag -4.51 0.54 0.04
```

Values from the calculation:
⟨S²⟩: 2.029
Total charge: +1
E_HOMO (alpha / beta) (eV): -11.26 / -13.95
2S+1: 3
ΔE to the lowest compared entry with this formula, charge and spin (eV): 0.0000

Quick look at the Löwdin charges, all values in e:
1. O 0.2585
2. C -0.0446
3. H 0.1235
4. C -0.0584
5. C -0.2709
6. O -0.1621
7. H 0.1748
8. H 0.1265
9. H 0.1413
10. C -0.1724
11. Ag 0.8839

***

[2]
A molecular structure, C30H35N6OPSeTi in a non-equilibrium geometry, computed with the ωB97M-V functional and the def2-TZVPD basis.

```
75
C30H35N6OPSeTi the ωB97M-V functional and the def2-TZVPD basis
C -3.53 1.60 -1.03
C -1.45 -2.96 1.82
H 1.21 -1.58 2.71
H -0.48 -5.18 -3.42
C -0.15 1.15 4.23
H -0.31 -0.64 -3.70
C -4.02 -0.23 -2.52
H -3.71 -3.16 -1.46
Ti 0.14 0.35 -0.38
H 2.66 -1.18 -1.39
C 2.94 -0.59 -0.51
C -0.46 1.87 3.06
H 0.74 -0.66 4.96
C -4.51 -0.82 1.21
H -4.89 -0.05 0.56
C 0.75 -0.61 2.83
H -3.30 -3.65 3.52
N 0.24 1.05 -2.54
H 0.02 2.95 -3.45
H 2.63 -1.12 0.39
C -5.01 1.94 -2.89
C 1.67 0.93 -2.94
C -3.64 -2.85 2.87
H 4.03 -0.49 -0.51
C -4.84 0.61 -3.26
C -0.84 -4.33 -2.84
C -4.91 -2.31 3.05
H 1.09 -3.41 -2.68
H -5.65 2.58 -3.48
H -4.50 3.47 -1.48
N -0.53 -2.38 1.17
H 3.94 1.75 0.33
C -0.57 0.41 -3.60
H 2.36 2.51 0.61
H -2.86 -5.05 -2.80
C -0.16 2.48 -2.48
C -3.24 -1.35 1.02
H 1.85 1.49 -3.86
Se -1.13 3.53 1.25
C -2.67 -3.19 -1.75
P -2.24 -0.73 -0.37
H 2.49 2.49 -1.70
C -2.79 -2.37 1.88
N 2.30 0.75 -0.55
C 0.04 -3.34 -2.44
H 0.40 3.01 -1.72
C -0.46 -2.28 -1.71
H -1.28 -3.89 2.37
H -1.63 0.50 -3.35
C -0.10 1.26 1.84
H -3.89 -1.25 -2.83
H 0.69 -3.81 1.65
C 0.46 -0.08 4.09
C 2.60 1.42 -1.84
H 0.26 -1.53 -1.33
N -1.03 3.08 2.97
C -3.36 0.27 -1.39
N 0.47 0.06 1.70
C -4.36 2.44 -1.77
H -0.39 0.92 -4.55
H 2.81 1.03 1.48
H -0.37 1.56 5.20
H 1.86 -0.13 -3.17
C -1.80 -2.18 -1.37
H -1.22 2.54 -2.26
H -5.55 -2.70 3.83
N -0.37 1.94 0.69
H -6.33 -0.86 2.35
C 2.89 1.56 0.54
H -5.35 0.22 -4.14
C -2.19 -4.27 -2.49
O 0.72 -2.96 1.18
C -5.34 -1.29 2.22
H -3.04 1.99 -0.15
H 3.64 1.24 -2.13
```

Values from the calculation:
⟨S²⟩: 2.056
Total charge: +2
E_HOMO (alpha / beta) (eV): -12.26 / -14.15
2S+1: 3
ΔE to the lowest compared entry with this formula, charge and spin (eV): 0.8946

Quick look at the Löwdin charges, all values in e:
1. C -0.1393
2. C -0.0702
3. H 0.1061
4. H 0.1203
5. C 0.0459
6. H 0.0862
7. C -0.0770
8. H 0.1239
9. Ti 0.9156
10. H 0.0890
11. C -0.0483
12. C -0.3642
13. H 0.1209
14. C -0.0574
15. H 0.1035
16. C -0.1050
17. H 0.1226
18. N -0.3262
19. H 0.1163
20. H 0.0851
21. C -0.0436
22. C -0.1628
23. C -0.0148
24. H 0.1157
25. C -0.0455
26. C -0.0382
27. C -0.0353
28. H 0.1184
29. H 0.1188
30. H 0.1175
31. N -0.0718
32. H 0.1141
33. C -0.0428
34. H 0.0965
35. H 0.1209
36. C -0.0556
37. C -0.2603
38. H 0.1471
39. Se 1.1558
40. C -0.0636
41. P 1.0831
42. H 0.1263
43. C -0.1950
44. N -0.3405
45. C -0.0486
46. H 0.0759
47. C -0.1741
48. H 0.1485
49. H 0.0784
50. C -0.4793
51. H 0.0989
52. H 0.1198
53. C -0.0179
54. C -0.1563
55. H 0.0438
56. N -0.2149
57. C -0.3927
58. N -0.0091
59. C -0.0546
60. H 0.1137
61. H 0.0929
62. H 0.1334
63. H 0.1246
64. C -0.3689
65. H 0.0850
66. H 0.1215
67. N -0.3819
68. H 0.1209
69. C -0.0467
70. H 0.1188
71. C -0.0360
72. O -0.0447
73. C -0.0369
74. H 0.0473
75. H 0.1474

***

[3]
2 unconnected molecules or ions with the total composition C20H28N6O3S in a non-equilibrium geometry, computed with the ωB97M-V functional and the def2-TZVPD basis.

```
58
C20H28N6O3S the ωB97M-V functional and the def2-TZVPD basis
H -0.31 2.82 -0.32
H -0.60 0.34 -0.23
H -1.97 7.28 -1.96
C -0.29 5.92 -1.88
C 0.68 -1.19 -1.05
H -1.03 -2.48 -1.19
H -2.67 1.50 3.27
C -2.40 2.34 2.63
H 1.46 -0.61 0.88
C -0.30 3.56 3.39
O -1.24 -4.50 0.99
C 2.56 -5.12 -3.40
H 3.30 -5.91 -3.45
C -0.65 3.78 -0.68
H -2.93 3.23 2.99
C -0.20 0.05 -1.20
H 2.53 -1.69 -0.04
N -3.70 5.53 -0.47
H 3.12 4.07 3.32
H -1.34 -7.85 -0.72
H -0.68 -7.75 0.93
H 1.09 -1.43 -2.03
C 1.11 3.35 3.25
C -0.40 -4.82 0.16
N 1.13 -4.07 -1.76
C -0.91 2.55 2.72
O 0.05 1.74 2.18
N 1.33 2.28 2.52
H 1.37 -3.65 0.27
H 2.39 0.01 -0.50
C 2.17 4.22 3.84
H -2.12 -6.81 0.49
C 0.55 -3.74 -0.44
H -1.02 -0.15 -1.88
N -1.96 4.21 -0.44
C 1.84 -0.85 -0.11
O 2.45 -5.78 -1.13
C -1.59 6.32 -1.61
N -0.29 -6.08 -0.28
H 1.89 5.28 3.76
C -2.99 3.58 0.21
H 0.39 0.87 -1.60
S -2.94 1.96 0.91
H 0.37 6.57 -2.44
C -2.46 5.42 -0.86
H 0.51 -6.29 -0.86
H 2.31 3.98 4.90
C 2.04 -5.01 -1.99
C -0.17 -2.37 -0.54
H -0.54 -2.10 0.45
H -0.78 4.36 3.94
H 0.84 -3.51 -2.54
H 1.74 -5.35 -4.07
C 0.20 4.61 -1.40
C -1.16 -7.19 0.13
N -4.04 4.38 0.20
H 3.02 -4.18 -3.69
H 1.22 4.30 -1.60
```

Values from the calculation:
E_HOMO (eV): -8.78
ΔE to the lowest compared entry with this formula, charge and spin (eV): 0.0000
SMILES string: CNC(=O)[C@H](CC(C)C)NC(C)=O.Cc1cc(CSc2nnc3ccccn23)on1

Quick look at the Löwdin charges, all values in e:
1. H 0.0933
2. H 0.0445
3. H 0.1085
4. C -0.0609
5. C -0.4303
6. H 0.1259
7. H 0.0909
8. C -0.3574
9. H 0.0815
10. C 0.0152
11. O 0.0400
12. C 0.0054
13. H 0.0864
14. C -0.0252
15. H 0.0954
16. C -0.0868
17. H 0.0716
18. N 0.0588
19. H 0.0817
20. H 0.0798
21. H 0.0840
22. H 0.1177
23. C -0.3433
24. C -0.4446
25. N 0.1089
26. C -0.3392
27. O -0.0480
28. N 0.1316
29. H 0.1501
30. H 0.0793
31. C -0.0245
32. H 0.0837
33. C -0.1761
34. H 0.0824
35. N 0.0106
36. C -0.0623
37. O 0.0396
38. C 0.0123
39. N 0.0291
40. H 0.0828
41. C -0.6288
42. H 0.0726
43. S 0.9666
44. H 0.0981
45. C -0.2995
46. H 0.0980
47. H 0.0856
48. C -0.5636
49. C -0.1206
50. H 0.1268
51. H 0.1223
52. H 0.1367
53. H 0.0838
54. C -0.0422
55. C -0.0487
56. N 0.0375
57. H 0.0823
58. H 0.1002

***

[4]
A molecular structure, C6H9CaO4 in a non-equilibrium geometry, computed with the ωB97M-V functional and the def2-TZVPD basis.

```
20
C6H9CaO4 the ωB97M-V functional and the def2-TZVPD basis
O 4.23 0.54 0.45
H -1.88 -3.17 -1.04
H 0.78 -0.28 -0.11
H -1.22 0.32 -1.78
H -0.23 2.53 0.54
H -2.29 0.70 1.07
H -2.65 -1.51 0.29
C 0.82 0.79 -0.36
H -3.24 -1.23 -1.37
Ca 4.65 -0.96 1.91
O -1.48 -2.32 -1.23
H 0.62 1.34 -1.28
C -1.57 0.88 0.26
C -0.28 1.45 0.70
C -2.33 -1.29 -0.75
O 2.53 -0.49 1.35
H -0.01 1.10 1.71
O 2.20 1.15 -0.17
C 2.98 0.43 0.60
C -1.61 0.02 -0.80
```

Values from the calculation:
Total charge: +1
E_HOMO (eV): -11.07

Quick look at the Löwdin charges, all values in e:
1. O -0.1649
2. H 0.0863
3. H 0.1265
4. H 0.1195
5. H 0.1120
6. H 0.1083
7. H 0.1207
8. C -0.1005
9. H 0.1203
10. Ca 1.7476
11. O -0.0655
12. H 0.1412
13. C -0.1072
14. C -0.1307
15. C -0.2690
16. O -0.1446
17. H 0.1170
18. O 0.0586
19. C -0.7782
20. C -0.0973

***

[5]
3 unconnected molecules or ions with the total composition C31H43F17IN3O5 in a non-equilibrium geometry, computed with the ωB97M-V functional and the def2-TZVPD basis.

```
100
C31H43F17IN3O5 the ωB97M-V functional and the def2-TZVPD basis
O 5.62 1.62 2.12
H 6.48 7.98 0.61
C -0.51 3.27 1.25
O 1.09 -0.46 1.19
F -5.35 1.08 2.34
H -5.20 -5.06 -2.91
C 5.23 6.92 -0.78
C 7.12 4.69 -0.33
H -5.06 -4.23 -1.40
H 5.64 5.21 -3.80
C 4.55 0.97 1.94
H 4.49 6.79 0.02
H 1.77 1.96 0.89
F -4.63 0.89 4.48
C -3.97 -7.27 -4.19
O 4.92 3.94 -0.21
C -4.41 -1.50 0.89
H -5.06 -5.15 0.61
N 2.11 0.98 2.86
F -3.46 2.38 0.64
O 1.41 -1.32 3.30
F -2.05 0.29 2.00
C 5.89 5.98 -3.06
H -4.68 -6.82 0.99
H -3.60 -4.89 -2.15
F 0.37 4.23 0.60
C 0.33 2.72 2.50
H 3.83 1.73 3.90
C -4.40 -8.15 -2.99
F -0.65 2.21 0.33
H -4.26 -6.23 -4.13
H 2.60 2.97 2.20
C -3.14 -0.09 2.84
C -4.16 1.13 3.13
H -3.96 -10.28 -2.59
H -2.88 -7.28 -4.31
C 3.56 0.86 3.19
C -3.66 -9.49 -3.28
H 0.93 -2.08 2.89
H 4.93 7.81 -1.33
H 3.61 4.57 -2.74
H -2.58 -9.37 -3.22
F -2.35 2.48 4.03
H -6.56 -7.57 -0.47
N -3.97 -7.49 -1.72
H 3.05 5.36 -1.25
C 7.07 5.92 0.60
F -2.90 -2.50 2.57
C -6.35 -6.79 -1.22
H -6.21 -8.76 -4.05
I 4.26 0.08 -0.02
C 1.53 -0.26 2.35
C -4.48 -6.02 0.28
F -1.59 4.92 2.75
F -2.05 5.01 0.53
C -4.66 -5.09 -1.96
F -4.41 3.42 3.89
H 6.97 6.04 -3.02
O -3.89 -8.46 -0.77
H 9.27 4.70 -0.79
F -5.83 -1.69 0.82
C -3.20 3.26 1.75
C 5.20 5.68 -1.70
H 7.56 2.55 -0.12
H 3.70 -0.11 3.80
F -4.96 -1.69 3.26
F -4.03 -0.43 0.07
C -5.91 -8.45 -3.04
C -1.83 4.08 1.61
N 5.84 4.47 -1.08
C 1.79 2.17 2.01
C -4.86 -6.41 -1.18
C 8.31 4.85 -1.31
H -7.83 -7.63 -2.53
H -4.40 -7.65 -5.12
C -6.79 -7.30 -2.59
H 5.55 6.94 -3.45
C 7.52 3.45 0.51
H -3.42 -5.75 0.35
H 6.84 3.26 1.33
H -0.19 1.79 2.94
H -6.13 -9.31 -2.39
F -2.54 -0.38 4.11
H 6.41 5.71 1.45
C -3.86 -1.45 2.40
H -6.97 -5.93 -0.94
F -3.86 -2.68 0.29
H 8.51 3.58 0.95
C 6.58 7.17 -0.12
H 3.36 6.31 -2.69
H 8.06 6.11 1.02
H 8.39 5.85 -1.73
H 0.51 3.53 3.28
H 7.30 7.51 -0.86
C 3.72 5.46 -2.11
H -6.77 -6.49 -3.33
H -3.90 -9.85 -4.28
H 8.27 4.12 -2.12
C -3.47 2.58 3.18
F -4.23 4.25 1.60
```

Values from the calculation:
⟨S²⟩: 2.009
E_HOMO (alpha / beta) (eV): -8.91 / -9.52
2S+1: 3

Here are the Löwdin charges for atoms 1 to 99, given in e:
1. O -0.0794
2. H 0.1139
3. C -0.2882
4. O 0.0109
5. F 0.0987
6. H 0.0583
7. C -0.1420
8. C -0.4734
9. H 0.0701
10. H 0.0889
11. C -0.7066
12. H 0.1227
13. H 0.1118
14. F 0.0778
15. C -0.0376
16. O -0.0515
17. C -0.2890
18. H 0.0748
19. N -0.0860
20. F 0.0856
21. O 0.0495
22. F 0.0852
23. C -0.0369
24. H 0.0773
25. H 0.0980
26. F 0.0344
27. C -0.0260
28. H 0.1500
29. C -0.4810
30. F 0.0679
31. H 0.0498
32. H 0.1490
33. C -0.1746
34. C -0.1771
35. H 0.0767
36. H 0.0889
37. C -0.1331
38. C -0.0499
39. H 0.1251
40. H 0.1219
41. H 0.0874
42. H 0.0867
43. F 0.0996
44. H 0.1252
45. N -0.0378
46. H 0.0717
47. C -0.1379
48. F 0.0914
49. C -0.1383
50. H 0.1216
51. I 0.8913
52. C -0.4590
53. C -0.0460
54. F 0.0823
55. F 0.0703
56. C -0.0468
57. F 0.0845
58. H 0.0495
59. O -0.0243
60. H 0.0842
61. F 0.0959
62. C -0.1598
63. C -0.4784
64. H 0.0927
65. H 0.1485
66. F 0.1052
67. F 0.1206
68. C -0.1425
69. C -0.1884
70. N -0.0266
71. C -0.1449
72. C -0.4741
73. C -0.0490
74. H 0.1141
75. H 0.0886
76. C -0.1844
77. H 0.0888
78. C -0.0465
79. H 0.0896
80. H 0.0451
81. H 0.1220
82. H 0.1236
83. F 0.0749
84. H 0.1248
85. C -0.1877
86. H 0.1252
87. F 0.0715
88. H 0.0877
89. C -0.1854
90. H 0.0879
91. H 0.1253
92. H 0.0566
93. H 0.1375
94. H 0.1062
95. C -0.0463
96. H 0.1062
97. H 0.0868
98. H 0.0954
99. C -0.1868

***

[6]
2 unconnected molecules or ions with the total composition C3H10N2O in a non-equilibrium geometry, computed with the ωB97M-V functional and the def2-TZVPD basis.

```
16
C3H10N2O the ωB97M-V functional and the def2-TZVPD basis
H 0.67 0.86 1.61
C 0.84 0.85 -1.85
N 0.86 2.20 -1.99
H -1.05 -0.11 0.12
H -0.15 -2.33 1.59
O -0.04 0.09 -2.14
H 1.32 2.79 -1.32
H -0.88 -2.25 -0.01
H 1.65 0.49 -1.20
H -1.36 -0.01 1.99
H 0.19 2.70 -2.56
H -1.91 -2.43 1.47
C -0.87 -0.45 1.13
C -1.02 -2.01 1.04
H 1.20 -0.26 0.66
N 0.56 -0.14 1.44
```

Values from the calculation:
E_HOMO (eV): -9.20
ΔE to the lowest compared entry with this formula, charge and spin (eV): 1.1822
SMILES string: NC=O.CCN

Quick look at the Löwdin charges, all values in e:
1. H 0.0548
2. C -0.4388
3. N 0.1189
4. H 0.0675
5. H 0.0538
6. O 0.0218
7. H 0.0911
8. H 0.0609
9. H 0.1093
10. H 0.0997
11. H 0.1041
12. H 0.0552
13. C -0.2991
14. C -0.0869
15. H 0.0302
16. N -0.0426

***

Which formula does entry 6 have?
C3H10N2O